Record 1
Entry from the Open Molecules 2025 dataset: CH3FP2 in the gas phase in a non-equilibrium geometry (the ωB97M-V functional and the def2-TZVPD basis).

Geometry (Å):
H 1.16441 -2.15705 0.05753
P 1.88183 -0.90840 -0.16260
C 0.60513 0.14795 -0.08770
F 0.88485 1.49432 -0.26804
P -1.25772 -0.23231 0.09117
H -1.78315 0.74875 1.15931
H -1.49534 0.90674 -0.78967

Summary:
ΔE to the lowest compared entry with this formula, charge and spin ... 26.8 kcal/mol
LUMO level ... -0.00764 Eh
Highest occupied orbital energy ... -9.786 eV
Structure (SMILES) ... [H]/P=C(/F)P

Mulliken atomic charges, in units of e: 0.021, -0.082, 0.268, -0.234, -0.123, 0.078, 0.073

=====

Record 2
Entry from the Open Molecules 2025 dataset: a molecular structure, C3H4N2O in a non-equilibrium geometry (the ωB97M-V functional and the def2-TZVPD basis).

Geometry (Å):
N -1.03084 -1.46255 0.44186
C -0.33817 -0.36831 -0.04612
C 0.15232 0.03290 -1.24506
O 1.37197 1.24285 -0.73458
C 0.93165 1.35429 0.47502
N -0.02458 0.59171 0.90366
H -1.58834 -2.01332 -0.19169
H -1.48368 -1.26809 1.33030
H 0.68390 -0.18362 -2.12494
H 1.32577 2.07414 1.19155

Summary:
ΔE to the lowest compared entry with this formula, charge and spin ... 60.3 kcal/mol
LUMO level ... 0.02981 Eh
Highest occupied orbital energy ... -9.033 eV

Mulliken atomic charges, in units of e: -0.452, 0.516, -0.429, -0.421, 0.119, -0.570, 0.248, 0.272, 0.338, 0.379